# 1
The following is a DFT calculation (ωB97M-V/def2-TZVPD) of a structure of composition C19H41AsCaN2O6 at a distorted geometry.

For the energy above the lowest of the compared OMol25 structures with the same formula, charge and spin, the calculation gives 17.92 kJ/mol. The value obtained for the HOMO energy is -13.5 eV. Its net charge is +2. The value obtained for the largest force on an atom is 1.3 eV/A. The LUMO energy is -4.2 eV. The gap between HOMO and LUMO comes out at 9.3 eV.

The geometry in XYZ format:
```
70
C19H41AsCaN2O6 ωB97M-V/def2-TZVPD
Ca 0.76 -0.25 0.32
C 3.11 1.31 -0.84
C 3.61 1.13 0.57
O 2.50 0.86 1.46
C 2.09 2.01 2.24
C 0.61 1.92 2.54
O -0.06 1.64 1.30
C -1.24 2.36 0.95
C -2.02 1.55 -0.10
O -1.15 0.55 -0.66
C -1.69 -0.15 -1.79
C -1.09 -1.54 -1.82
O 0.33 -1.55 -1.60
C 1.20 -1.27 -2.70
C 1.87 0.08 -2.52
O 2.50 0.07 -1.23
H 3.93 1.57 -1.51
H 2.36 2.11 -0.90
H 4.15 2.03 0.89
H 4.30 0.29 0.64
H 2.29 2.91 1.66
H 2.66 2.05 3.16
H 0.31 2.89 2.95
H 0.36 1.14 3.26
H -0.95 3.33 0.55
H -1.86 2.51 1.84
H -2.36 2.23 -0.88
H -2.89 1.04 0.33
H -1.45 0.42 -2.70
H -2.77 -0.24 -1.72
H -1.35 -2.03 -2.76
H -1.50 -2.14 -1.00
H 0.66 -1.29 -3.65
H 1.94 -2.06 -2.71
H 1.15 0.90 -2.56
H 2.60 0.23 -3.32
C 1.96 -3.26 3.19
N 0.54 -3.53 3.21
C 0.11 -4.64 4.06
C -1.18 -5.23 3.53
C -2.21 -4.14 3.40
N -1.66 -2.99 2.67
C -2.64 -2.10 2.08
C -0.34 -2.74 2.56
O 0.07 -1.77 1.85
H 2.50 -4.09 2.71
H 2.33 -3.16 4.21
H 2.17 -2.34 2.65
H -0.02 -4.29 5.09
H 0.91 -5.38 4.06
H -1.54 -6.01 4.20
H -1.00 -5.69 2.55
H -2.56 -3.80 4.38
H -3.08 -4.49 2.85
H -3.07 -2.53 1.17
H -2.18 -1.14 1.84
H -3.45 -1.93 2.79
C 0.59 4.87 -3.75
As -0.38 3.27 -3.20
C -0.31 2.32 -4.91
C -2.20 3.96 -3.37
H 0.17 5.27 -4.67
H 1.64 4.63 -3.90
H 0.52 5.63 -2.97
H -0.58 2.99 -5.72
H -1.00 1.47 -4.91
H 0.70 1.94 -5.09
H -2.32 4.49 -4.32
H -2.42 4.66 -2.56
H -2.93 3.15 -3.34
```

Charge distribution, Löwdin scheme, values in e:
1 Ca 1.587
2 C -0.152
3 C -0.132
4 O -0.253
5 C -0.133
6 C -0.131
7 O -0.299
8 C -0.110
9 C -0.134
10 O -0.309
11 C -0.143
12 C -0.135
13 O -0.247
14 C -0.121
15 C -0.162
16 O -0.248
17 H 0.152
18 H 0.135
19 H 0.144
20 H 0.147
21 H 0.140
22 H 0.150
23 H 0.149
24 H 0.142
25 H 0.134
26 H 0.142
27 H 0.111
28 H 0.136
29 H 0.106
30 H 0.148
31 H 0.148
32 H 0.131
33 H 0.146
34 H 0.146
35 H 0.070
36 H 0.151
37 C -0.009
38 N -0.071
39 C -0.132
40 C -0.139
41 C -0.136
42 N -0.069
43 C -0.020
44 C -0.446
45 O -0.168
46 H 0.103
47 H 0.104
48 H 0.071
49 H 0.139
50 H 0.132
51 H 0.131
52 H 0.129
53 H 0.137
54 H 0.132
55 H 0.098
56 H 0.070
57 H 0.104
58 C -0.332
59 As 1.011
60 C -0.331
61 C -0.334
62 H 0.034
63 H 0.021
64 H 0.023
65 H 0.035
66 H 0.013
67 H 0.018
68 H 0.035
69 H 0.024
70 H 0.017

---

# 2
The following is a DFT calculation (ωB97M-V/def2-TZVPD) of a structure of composition C19H41Br4LiN5O4 at a distorted geometry.

For the energy above the lowest of the compared OMol25 structures with the same formula, charge and spin, the calculation gives 985.84 kJ/mol. The value obtained for the HOMO energy is -7.5 eV. Its net charge is +1. The value obtained for the largest force on an atom is 13.8 eV/A. The LUMO energy is -3.1 eV. The gap between HOMO and LUMO comes out at 4.4 eV.

The geometry in XYZ format:
```
74
C19H41Br4LiN5O4 ωB97M-V/def2-TZVPD
C 4.49 4.50 -5.07
C 3.18 4.42 -4.06
O 3.55 4.23 -2.65
C 2.37 3.93 -1.81
C 1.94 2.35 -1.95
C 2.50 1.41 -0.68
C 3.72 0.51 -1.29
C 4.16 -0.78 -0.38
C 5.65 -1.26 -0.94
N 6.84 -0.53 -0.36
C 7.96 -1.20 -1.13
N 9.22 -0.76 -0.83
N 7.44 -2.26 -2.07
N 6.03 -2.31 -1.96
H 5.32 5.25 -4.72
H 4.14 4.79 -6.16
H 5.02 3.44 -5.17
H 2.57 5.42 -4.26
H 2.52 3.52 -4.45
H 2.61 4.19 -0.68
H 1.47 4.63 -2.15
H 2.47 1.95 -2.94
H 0.78 2.17 -2.12
H 2.83 2.17 0.17
H 1.60 0.79 -0.25
H 4.67 1.23 -1.35
H 3.51 0.09 -2.39
H 3.35 -1.62 -0.46
H 4.32 -0.53 0.77
H 9.30 0.14 -0.26
H 10.11 -1.26 -1.05
H 8.04 -2.85 -2.70
H 5.35 -2.92 -2.50
Br -0.13 3.28 -1.76
C -4.03 0.26 2.56
O -4.09 -1.13 2.24
C -4.76 -1.39 1.00
C -3.77 -1.88 -0.06
N -2.89 -0.79 -0.50
C -1.75 -1.25 -1.31
C -0.73 -2.18 -0.64
O 0.03 -1.56 0.40
C -0.61 -1.55 1.67
H -3.66 0.35 3.58
H -3.35 0.78 1.90
H -5.03 0.71 2.51
H -5.34 -0.53 0.65
H -5.47 -2.20 1.21
H -4.32 -2.26 -0.92
H -3.19 -2.70 0.37
H -2.52 -0.31 0.31
H -1.22 -0.34 -1.63
H -2.13 -1.72 -2.22
H 0.00 -2.47 -1.41
H -1.17 -3.12 -0.29
H -1.26 -2.42 1.82
H -1.18 -0.62 1.79
H 0.17 -1.55 2.44
C -6.15 -3.73 3.69
C -7.49 -3.17 3.30
O -7.61 -2.40 2.35
C -8.68 -3.59 4.12
H -5.38 -3.34 3.01
H -5.90 -3.42 4.71
H -6.16 -4.82 3.61
H -8.54 -3.28 5.16
H -8.81 -4.68 4.06
H -9.58 -3.11 3.73
C -2.02 3.42 3.62
Br -0.95 4.93 4.21
Br -3.52 3.97 2.52
Br -0.94 2.07 2.73
H -2.44 2.95 4.52
Li -2.48 1.95 -1.21
```

Charge distribution, Löwdin scheme, values in e:
1 C -0.116
2 C -0.260
3 O -0.235
4 C -0.321
5 C -0.471
6 C -0.176
7 C -0.213
8 C -0.125
9 C -0.089
10 N 0.135
11 C -0.226
12 N 0.133
13 N 0.048
14 N 0.046
15 H 0.081
16 H 0.082
17 H 0.075
18 H 0.135
19 H 0.118
20 H 0.136
21 H 0.017
22 H 0.103
23 H -0.287
24 H 0.119
25 H 0.098
26 H 0.133
27 H 0.125
28 H 0.119
29 H 0.137
30 H 0.159
31 H 0.140
32 H 0.182
33 H 0.190
34 Br 0.354
35 C -0.140
36 O -0.198
37 C -0.195
38 C -0.184
39 N -0.075
40 C -0.191
41 C -0.203
42 O -0.199
43 C -0.098
44 H 0.091
45 H 0.003
46 H 0.092
47 H 0.130
48 H 0.093
49 H 0.130
50 H 0.107
51 H 0.056
52 H 0.099
53 H 0.124
54 H 0.120
55 H 0.113
56 H 0.093
57 H 0.017
58 H 0.096
59 C -0.016
60 C -0.480
61 O 0.046
62 C -0.024
63 H 0.060
64 H 0.093
65 H 0.090
66 H 0.088
67 H 0.088
68 H 0.087
69 C -1.579
70 Br 0.589
71 Br 0.579
72 Br 0.602
73 H -0.019
74 Li 0.567

---

# 3
The following is a DFT calculation (ωB97M-V/def2-TZVPD) of a cluster of 3 separate species, C19H41ClN2O4P in total at a distorted geometry.

The value obtained for the HOMO energy is -11.5 eV. Its net charge is +1. The value obtained for the largest force on an atom is 3.7 eV/A. The LUMO energy is -2.3 eV. The gap between HOMO and LUMO comes out at 9.1 eV.

The geometry in XYZ format:
```
68
C19H41ClN2O4P ωB97M-V/def2-TZVPD
C 0.84 2.13 -0.32
C 1.95 1.94 0.78
C 1.54 0.91 1.92
C 0.27 1.57 2.60
C 1.27 -0.53 1.38
C 2.22 -0.75 0.14
O 2.44 -2.13 -0.19
C 1.37 -2.94 0.25
C 1.35 -3.01 1.82
C 0.08 -3.71 2.37
Cl 0.62 -5.28 3.17
C -0.98 -4.15 1.31
C -1.91 -2.97 0.85
N 1.70 -1.63 2.33
P 1.43 -1.27 4.10
N -0.26 -0.94 4.40
O 1.72 -2.72 4.92
H -0.02 1.47 -0.07
H 1.24 1.71 -1.26
H 0.49 3.16 -0.43
H 2.01 2.90 1.32
H 2.96 1.77 0.38
H 2.38 0.96 2.63
H -0.62 0.97 2.36
H 0.14 2.62 2.30
H 0.47 1.58 3.68
H 0.21 -0.64 1.09
H 1.83 -0.26 -0.77
H 3.21 -0.35 0.41
H 0.44 -2.55 -0.19
H 1.48 -3.98 -0.11
H 2.21 -3.65 2.07
H -0.49 -3.19 3.15
H -1.63 -4.85 1.84
H -0.55 -4.72 0.47
H -1.58 -2.52 -0.10
H -1.99 -2.21 1.65
H -2.90 -3.39 0.67
H 2.72 -1.58 2.25
H -0.70 -1.68 4.95
H -0.79 -0.92 3.53
H 0.88 -3.18 5.02
C 1.75 6.79 -2.85
C 2.97 6.53 -1.98
C 2.62 5.21 -1.33
O 1.80 4.49 -2.27
C 1.39 5.39 -3.31
H 1.93 7.48 -3.67
H 0.94 7.20 -2.23
H 3.85 6.42 -2.61
H 3.17 7.32 -1.25
H 2.04 5.35 -0.41
H 3.50 4.61 -1.09
H 1.95 5.12 -4.22
H 0.33 5.26 -3.51
C -3.77 -2.35 -3.87
C -5.09 -1.78 -3.39
C -5.23 -2.41 -2.01
O -3.90 -2.61 -1.51
C -2.96 -2.40 -2.58
H -3.29 -1.76 -4.65
H -3.92 -3.37 -4.25
H -5.01 -0.69 -3.29
H -5.93 -2.00 -4.04
H -5.71 -3.39 -2.07
H -5.79 -1.79 -1.32
H -2.45 -1.44 -2.40
H -2.22 -3.20 -2.58
```

Charge distribution, Löwdin scheme, values in e:
1 C -0.080
2 C -0.218
3 C -0.327
4 C -0.063
5 C -0.226
6 C -0.109
7 O -0.096
8 C -0.149
9 C -0.258
10 C -0.590
11 Cl 0.649
12 C -0.260
13 C -0.071
14 N -0.154
15 P 0.991
16 N -0.130
17 O -0.269
18 H 0.076
19 H 0.073
20 H 0.072
21 H 0.108
22 H 0.104
23 H 0.122
24 H 0.068
25 H 0.086
26 H 0.071
27 H 0.147
28 H 0.133
29 H 0.143
30 H 0.115
31 H 0.150
32 H 0.136
33 H 0.066
34 H 0.101
35 H 0.113
36 H 0.051
37 H 0.073
38 H 0.078
39 H 0.152
40 H 0.054
41 H 0.024
42 H 0.018
43 C -0.170
44 C -0.170
45 C -0.216
46 O -0.168
47 C -0.196
48 H 0.117
49 H 0.116
50 H 0.118
51 H 0.116
52 H 0.113
53 H 0.116
54 H 0.119
55 H 0.118
56 C -0.169
57 C -0.169
58 C -0.193
59 O -0.172
60 C -0.221
61 H 0.116
62 H 0.119
63 H 0.117
64 H 0.118
65 H 0.121
66 H 0.119
67 H 0.114
68 H 0.115